1.
Here is a structure of composition C33H28BCl2N4O8S2W from OMol25. Energies are from the ωB97M-V functional and the def2-TZVPD basis.

Computed properties:
- HOMO-LUMO gap: 0.2085 Ha
- Net charge: -1
- Lowest unoccupied orbital energy: 1.5685 eV
- M: 938.30 g/mol
- F_max: 3.3 eV Å⁻¹

Positions of all 79 atoms, in Å:
1 W -1.328 -0.056 -0.489
2 O -5.825 -0.469 -4.870
3 C -4.824 -0.360 -3.955
4 C -4.289 0.892 -3.588
5 C -3.291 0.965 -2.655
6 N -2.768 -0.131 -2.029
7 C -3.341 -1.350 -2.357
8 C -4.341 -1.488 -3.308
9 C -2.818 -2.420 -1.488
10 O -3.056 -3.611 -1.613
11 O -2.069 -1.885 -0.535
12 C -2.743 2.269 -2.113
13 O -3.116 3.341 -2.551
14 O -1.912 2.068 -1.150
15 H -6.069 0.418 -5.162
16 H -4.661 1.814 -4.012
17 H -4.743 -2.468 -3.508
18 C 4.312 -0.278 -0.782
19 C 4.650 1.009 -0.028
20 C 5.529 0.638 1.177
21 C 5.403 1.945 -0.983
22 C 3.408 1.709 0.495
23 C 3.559 2.841 1.306
24 C 2.481 3.461 1.907
25 C 1.223 2.940 1.689
26 S -0.296 3.413 2.389
27 C -1.088 2.157 1.495
28 N -0.272 1.455 0.693
29 C 1.031 1.853 0.821
30 C 2.134 1.239 0.225
31 C -2.484 1.862 1.553
32 C -3.397 2.680 2.231
33 C -4.740 2.375 2.203
34 C -5.179 1.278 1.475
35 C -4.271 0.489 0.775
36 C -2.891 0.710 0.803
37 H 5.231 -0.763 -1.104
38 H 3.716 -0.064 -1.666
39 H 3.771 -0.970 -0.142
40 H 6.354 0.005 0.857
41 H 4.938 0.091 1.910
42 H 5.945 1.518 1.661
43 H 6.305 1.460 -1.349
44 H 5.688 2.873 -0.493
45 H 4.769 2.183 -1.834
46 H 4.543 3.248 1.484
47 H 2.609 4.320 2.547
48 H 1.965 0.393 -0.426
49 H -3.036 3.568 2.731
50 H -5.452 3.012 2.710
51 H -6.233 1.043 1.433
52 H -4.666 -0.330 0.176
53 Cl -5.279 -2.824 0.762
54 C -4.135 -3.511 1.899
55 Cl -2.711 -2.427 2.179
56 H -3.798 -4.452 1.470
57 H -4.654 -3.648 2.845
58 B 1.734 0.960 -3.969
59 C 0.682 0.801 -2.875
60 N -0.130 0.585 -2.062
61 H 2.386 -0.049 -3.920
62 H 2.395 1.937 -3.751
63 H 1.120 1.048 -4.995
64 O 0.362 -1.524 -0.827
65 C 0.517 -1.692 0.435
66 N -0.305 -0.980 1.253
67 S 0.326 -1.021 2.798
68 O -0.670 -1.398 3.761
69 O 0.999 0.220 3.086
70 C 1.508 -2.306 2.470
71 C 2.362 -2.994 3.288
72 C 3.225 -3.923 2.708
73 C 3.238 -4.111 1.320
74 C 2.400 -3.404 0.492
75 C 1.501 -2.493 1.074
76 H 2.362 -2.819 4.353
77 H 3.886 -4.503 3.333
78 H 3.926 -4.827 0.896
79 H 2.385 -3.535 -0.578

Forces on atoms 1 to 6 (eV/Å):
-1.1 3.0 -0.7
0.1 0.0 0.1
0.4 0.8 0.5
-0.4 -0.8 -0.4
0.8 -0.6 0.9
-1.6 -0.9 -1.5

Atom charges from the Löwdin analysis, given in e for atoms 1 to 4: atom 1 (W): 1.688, atom 2 (O): 0.065, atom 3 (C): -0.276, atom 4 (C): 0.074


2.
Here is a structure of composition C33H28BCl2N4O8S2W from OMol25. Energies are from the ωB97M-V functional and the def2-TZVPD basis.

Computed properties:
- HOMO-LUMO gap (spin up / spin down): 0.2412 / 0.3032 Ha
- Net charge: -1
- Lowest unoccupied orbital energy (spin up / spin down): 2.0520 / 1.8820 eV
- 2S+1: 3
- M: 938.30 g/mol
- F_max: 2.1 eV Å⁻¹
- Expectation value of S²: 2.015

Positions of all 79 atoms, in Å:
1 W -0.007 -1.563 -0.265
2 O -3.049 -4.470 4.342
3 C -2.367 -3.897 3.325
4 C -1.012 -4.118 3.119
5 C -0.403 -3.475 2.069
6 N -1.071 -2.687 1.231
7 C -2.362 -2.436 1.461
8 C -3.055 -3.031 2.483
9 C -2.911 -1.359 0.564
10 O -4.094 -1.104 0.522
11 O -1.958 -0.777 -0.091
12 C 1.077 -3.474 1.808
13 O 1.831 -4.195 2.421
14 O 1.381 -2.610 0.893
15 H -2.435 -4.946 4.912
16 H -0.400 -4.729 3.771
17 H -4.097 -2.785 2.631
18 C 0.621 4.033 0.066
19 C -0.048 4.471 -1.238
20 C -1.301 5.288 -0.893
21 C 0.941 5.353 -2.012
22 C -0.453 3.277 -2.101
23 C -1.023 3.492 -3.368
24 C -1.411 2.448 -4.180
25 C -1.228 1.151 -3.716
26 S -1.659 -0.355 -4.463
27 C -1.073 -1.204 -3.075
28 N -0.557 -0.439 -2.148
29 C -0.658 0.910 -2.467
30 C -0.276 1.980 -1.659
31 C -1.197 -2.629 -2.856
32 C -1.619 -3.509 -3.849
33 C -1.683 -4.861 -3.573
34 C -1.324 -5.313 -2.310
35 C -0.912 -4.427 -1.326
36 C -0.843 -3.053 -1.561
37 H 0.901 4.918 0.643
38 H 1.530 3.456 -0.125
39 H -0.049 3.429 0.683
40 H -1.031 6.149 -0.274
41 H -2.017 4.675 -0.342
42 H -1.796 5.661 -1.793
43 H 1.249 6.201 -1.394
44 H 0.503 5.749 -2.929
45 H 1.834 4.784 -2.285
46 H -1.173 4.506 -3.721
47 H -1.856 2.636 -5.149
48 H 0.150 1.769 -0.697
49 H -1.883 -3.140 -4.835
50 H -1.998 -5.560 -4.337
51 H -1.360 -6.374 -2.092
52 H -0.633 -4.827 -0.358
53 Cl -4.502 2.109 3.161
54 C -2.899 2.662 2.634
55 Cl -2.405 1.912 1.117
56 H -2.180 2.385 3.389
57 H -2.954 3.735 2.494
58 B 3.756 -2.484 -3.257
59 C 2.540 -2.237 -2.290
60 N 1.647 -2.037 -1.595
61 H 3.724 -3.649 -3.595
62 H 4.764 -2.217 -2.637
63 H 3.603 -1.739 -4.204
64 O 1.487 0.152 -0.066
65 C 1.431 0.316 1.178
66 N 0.347 -0.006 1.861
67 S 0.576 0.152 3.459
68 O 0.472 -1.127 4.106
69 O -0.203 1.235 4.006
70 C 2.264 0.685 3.354
71 C 3.177 0.979 4.346
72 C 4.445 1.372 3.938
73 C 4.773 1.458 2.589
74 C 3.843 1.149 1.604
75 C 2.578 0.766 2.012
76 H 2.918 0.900 5.393
77 H 5.198 1.602 4.682
78 H 5.774 1.756 2.308
79 H 4.091 1.183 0.551

Forces on atoms 1 to 6 (eV/Å):
-0.4 -1.4 -1.5
0.0 0.0 0.1
0.0 -0.1 0.1
0.1 0.0 0.0
0.1 0.0 0.0
0.2 0.5 0.3

Atom charges from the Löwdin analysis, given in e for atoms 1 to 4: atom 1 (W): 1.735, atom 2 (O): 0.083, atom 3 (C): -0.271, atom 4 (C): 0.081


3.
Here is a structure of composition C33H28BrF6N2O5P2PdS from OMol25. Energies are from the ωB97M-V functional and the def2-TZVPD basis.

Computed properties:
- HOMO-LUMO gap (spin up / spin down): 0.1981 / 0.2280 Ha
- Net charge: -2
- Lowest unoccupied orbital energy (spin up / spin down): 4.1133 / 4.1130 eV
- 2S+1: 2
- M: 926.92 g/mol
- F_max: 0.7 eV Å⁻¹
- Expectation value of S²: 0.752

Positions of all 79 atoms, in Å:
1 Pd -1.731 -0.371 0.191
2 F -0.944 1.442 2.623
3 P -1.385 0.476 3.853
4 F 0.033 0.825 4.608
5 F -2.786 0.161 3.133
6 F -0.684 -0.781 3.140
7 F -1.802 -0.455 5.119
8 F -2.057 1.759 4.603
9 C -1.622 -0.239 -4.295
10 C -1.801 -1.170 -3.116
11 N -3.077 -1.249 -2.633
12 O -0.883 -1.815 -2.646
13 H -2.394 -0.413 -5.045
14 H -0.634 -0.393 -4.723
15 H -1.710 0.793 -3.946
16 H -3.617 -0.396 -2.699
17 H -3.101 -1.668 -1.706
18 O 0.711 -0.607 0.023
19 P 2.184 -0.527 0.082
20 C 2.870 -0.735 1.734
21 C 2.558 0.256 2.664
22 C 3.028 0.161 3.963
23 C 3.823 -0.914 4.335
24 C 4.123 -1.912 3.419
25 C 3.640 -1.827 2.122
26 C 2.841 1.040 -0.523
27 C 4.141 1.473 -0.261
28 C 4.624 2.619 -0.867
29 C 3.801 3.343 -1.726
30 C 2.501 2.931 -1.964
31 C 2.019 1.770 -1.371
32 C 2.956 -1.776 -0.988
33 C 4.332 -1.950 -1.130
34 C 4.826 -2.900 -2.009
35 C 3.942 -3.674 -2.756
36 C 2.575 -3.491 -2.629
37 C 2.074 -2.538 -1.748
38 H 1.911 1.081 2.385
39 H 2.750 0.917 4.684
40 H 4.190 -0.986 5.352
41 H 4.726 -2.762 3.716
42 H 3.855 -2.618 1.414
43 H 4.765 0.926 0.438
44 H 5.632 2.958 -0.662
45 H 4.174 4.249 -2.191
46 H 1.840 3.520 -2.585
47 H 0.995 1.450 -1.526
48 H 5.022 -1.343 -0.555
49 H 5.895 -3.037 -2.115
50 H 4.328 -4.418 -3.444
51 H 1.883 -4.084 -3.215
52 H 1.007 -2.365 -1.663
53 Br -3.984 -6.792 0.729
54 C -3.338 -4.985 0.598
55 C -4.200 -3.936 0.846
56 C -3.709 -2.635 0.748
57 C -2.382 -2.331 0.412
58 C -1.566 -3.449 0.174
59 C -2.015 -4.761 0.258
60 H -5.233 -4.126 1.113
61 H -4.398 -1.819 0.950
62 H -0.528 -3.286 -0.102
63 H -1.354 -5.595 0.053
64 O -0.215 3.620 -0.524
65 C -1.349 3.170 -0.515
66 N -1.711 1.886 -0.820
67 S -3.319 1.791 -0.969
68 O -3.928 0.734 -0.193
69 O -3.741 1.819 -2.363
70 C -3.712 3.368 -0.280
71 C -4.935 3.938 0.017
72 C -4.924 5.256 0.455
73 C -3.728 5.968 0.566
74 C -2.513 5.371 0.257
75 C -2.529 4.052 -0.157
76 H -5.854 3.376 -0.080
77 H -5.858 5.738 0.716
78 H -3.752 6.995 0.909
79 H -1.571 5.896 0.341

Forces on atoms 1 to 6 (eV/Å):
0.3 -0.5 0.1
0.0 0.0 0.0
0.1 0.3 0.4
0.0 0.0 0.0
0.0 0.0 0.0
0.0 -0.1 0.0

Atom charges from the Löwdin analysis, given in e for atoms 1 to 4: atom 1 (Pd): 0.654, atom 2 (F): -0.190, atom 3 (P): 0.137, atom 4 (F): -0.199


4.
Here is a structure of composition C33H28BrN5O2S3Sc from OMol25. Energies are from the ωB97M-V functional and the def2-TZVPD basis.

Computed properties:
- HOMO-LUMO gap: 0.2711 Ha
- Net charge: +1
- Lowest unoccupied orbital energy: -3.0517 eV
- M: 747.68 g/mol
- F_max: 0.4 eV Å⁻¹

Positions of all 73 atoms, in Å:
1 Sc 0.224 -0.308 0.274
2 O 3.558 1.253 -4.174
3 C 2.896 0.091 -4.471
4 C 3.082 -0.441 -5.740
5 C 2.433 -1.611 -6.088
6 C 1.599 -2.255 -5.183
7 C 1.425 -1.726 -3.916
8 C 2.072 -0.552 -3.547
9 C 1.924 0.016 -2.150
10 O 1.197 -0.785 -1.306
11 N 1.313 1.361 -2.275
12 N 0.585 1.739 -1.169
13 C -0.045 2.850 -1.257
14 C -0.878 3.380 -0.191
15 Br -1.096 2.253 1.318
16 C -1.527 4.551 -0.242
17 C -1.401 5.567 -1.299
18 C -2.563 6.142 -1.815
19 C -2.487 7.092 -2.818
20 C -1.249 7.504 -3.293
21 C -0.087 6.970 -2.756
22 C -0.160 6.008 -1.760
23 H 3.172 1.661 -3.389
24 H 3.732 0.072 -6.435
25 H 2.580 -2.025 -7.077
26 H 1.099 -3.173 -5.460
27 H 0.808 -2.224 -3.180
28 H 2.924 0.154 -1.715
29 H 0.786 1.472 -3.136
30 H -0.002 3.443 -2.168
31 H -2.229 4.777 0.553
32 H -3.529 5.831 -1.436
33 H -3.393 7.521 -3.224
34 H -1.190 8.256 -4.068
35 H 0.879 7.315 -3.100
36 H 0.749 5.631 -1.308
37 C 3.709 1.685 0.202
38 C 3.288 0.941 1.423
39 N 2.089 0.461 1.670
40 C 2.038 -0.079 2.946
41 C 3.211 -0.054 3.630
42 S 4.407 0.712 2.691
43 C 0.747 -0.527 3.463
44 C 0.479 -1.009 4.707
45 S -1.191 -1.308 4.852
46 C -1.441 -0.807 3.241
47 N -0.343 -0.417 2.634
48 C -2.785 -0.885 2.608
49 H 2.846 1.951 -0.399
50 H 4.400 1.094 -0.400
51 H 4.221 2.603 0.491
52 H 3.409 -0.412 4.626
53 H 1.158 -1.170 5.527
54 H -3.568 -0.945 3.361
55 H -2.831 -1.779 1.983
56 H -2.968 -0.015 1.979
57 S -2.040 -4.380 0.340
58 C -0.657 -4.654 1.303
59 C 0.146 -3.551 1.381
60 C -0.333 -2.421 0.651
61 C -1.521 -2.754 0.041
62 C -2.300 -1.810 -0.744
63 C -3.440 -2.168 -1.467
64 C -4.132 -1.205 -2.168
65 C -3.680 0.109 -2.144
66 C -2.546 0.391 -1.413
67 N -1.862 -0.529 -0.719
68 H -0.503 -5.621 1.756
69 H 1.071 -3.564 1.945
70 H -3.766 -3.199 -1.478
71 H -5.016 -1.473 -2.731
72 H -4.190 0.896 -2.679
73 H -2.167 1.402 -1.367

Forces on atoms 1 to 6 (eV/Å):
-0.1 0.2 0.3
0.0 0.0 0.0
0.0 0.1 0.0
0.0 0.0 0.0
0.0 -0.1 0.0
0.0 0.0 0.0

Atom charges from the Löwdin analysis, given in e for atoms 1 to 4: atom 1 (Sc): 0.910, atom 2 (O): 0.057, atom 3 (C): -0.268, atom 4 (C): -0.009


5.
Here is a structure of composition C33H28Cl5F5IN2OPSTaTe from OMol25. Energies are from the ωB97M-V functional and the def2-TZVPD basis.

Computed properties:
- HOMO-LUMO gap: 0.2534 Ha
- Net charge: +3
- Lowest unoccupied orbital energy: -9.5583 eV
- M: 1239.35 g/mol
- F_max: 0.6 eV Å⁻¹

Positions of all 79 atoms, in Å:
1 Ta -0.084 -0.195 -1.074
2 Cl 0.146 -3.964 -0.090
3 C -0.365 -3.474 -1.672
4 C -0.615 -2.122 -1.904
5 C -1.199 -1.830 -3.125
6 Cl -1.631 -0.130 -3.266
7 C -1.473 -2.731 -4.135
8 Cl -2.198 -2.227 -5.591
9 C -1.143 -4.069 -3.886
10 Cl -1.446 -5.240 -5.075
11 C -0.606 -4.445 -2.641
12 Cl -0.290 -6.088 -2.317
13 I 2.470 -1.664 -0.313
14 C 3.948 -0.149 -0.129
15 C 5.033 -0.514 -0.907
16 C 6.275 0.112 -0.778
17 C 6.412 1.082 0.168
18 C 5.319 1.503 0.962
19 C 5.574 2.530 1.901
20 C 4.588 3.015 2.705
21 C 3.297 2.512 2.534
22 C 2.970 1.528 1.611
23 P 1.174 1.401 1.706
24 C 0.632 0.867 3.299
25 C 0.243 1.792 4.270
26 C -0.114 1.343 5.531
27 C -0.081 -0.015 5.819
28 C 0.309 -0.936 4.852
29 C 0.668 -0.500 3.589
30 C 0.507 2.984 1.229
31 C 1.263 3.927 0.521
32 C 0.647 5.053 -0.004
33 C -0.715 5.252 0.190
34 C -1.464 4.326 0.905
35 C -0.862 3.187 1.415
36 C 4.013 0.921 0.826
37 H 4.933 -1.317 -1.625
38 H 7.105 -0.202 -1.395
39 H 7.369 1.564 0.325
40 H 6.582 2.918 1.969
41 H 4.780 3.788 3.436
42 H 2.518 2.943 3.155
43 H 0.211 2.852 4.048
44 H -0.418 2.052 6.289
45 H -0.359 -0.360 6.806
46 H 0.338 -1.990 5.089
47 H 0.978 -1.218 2.838
48 H 2.340 3.829 0.434
49 H 1.232 5.785 -0.545
50 H -1.189 6.141 -0.203
51 H -2.519 4.497 1.070
52 H -1.457 2.462 1.959
53 C -3.734 -4.844 -1.281
54 C -4.161 -3.841 -0.225
55 N -3.204 -2.718 -0.108
56 C -3.310 -1.448 -0.444
57 S -2.114 -0.360 0.313
58 N -4.245 -0.907 -1.194
59 C -5.299 -1.543 -2.013
60 C -5.680 -0.625 -3.159
61 H -4.418 -5.692 -1.281
62 H -2.734 -5.227 -1.073
63 H -3.737 -4.405 -2.280
64 H -4.191 -4.307 0.760
65 H -5.151 -3.441 -0.409
66 H -2.362 -2.934 0.409
67 H -4.243 0.104 -1.210
68 H -6.167 -1.740 -1.382
69 H -4.915 -2.490 -2.387
70 H -6.077 0.323 -2.792
71 H -6.462 -1.097 -3.751
72 H -4.834 -0.428 -3.816
73 F -0.336 1.657 -1.462
74 Te 2.602 1.857 -1.927
75 F 3.938 3.119 -1.746
76 F 1.159 0.122 -2.642
77 F 1.817 2.798 -3.281
78 F 3.664 0.897 -3.067
79 O 0.551 0.382 0.670

Forces on atoms 1 to 6 (eV/Å):
-0.3 0.3 0.4
0.1 0.0 0.0
-0.1 0.0 0.0
0.1 -0.1 -0.3
-0.1 0.0 0.0
0.0 0.0 -0.2

Atom charges from the Löwdin analysis, given in e for atoms 1 to 4: atom 1 (Ta): 1.409, atom 2 (Cl): 0.665, atom 3 (C): -0.722, atom 4 (C): -0.457


6.
Here is a structure of composition C33H28ClF3N2O5TeV from OMol25. Energies are from the ωB97M-V functional and the def2-TZVPD basis.

Computed properties:
- HOMO-LUMO gap (spin up / spin down): 0.2501 / 0.2544 Ha
- Net charge: +2
- Lowest unoccupied orbital energy (spin up / spin down): -7.3936 / -7.2753 eV
- 2S+1: 2
- M: 803.59 g/mol
- F_max: 0.7 eV Å⁻¹
- Expectation value of S²: 0.832

Positions of all 74 atoms, in Å:
1 V 0.718 0.945 2.277
2 O 2.096 -0.821 5.385
3 Cl 1.530 -0.212 4.275
4 O 1.626 1.269 4.236
5 O 0.102 -0.455 4.060
6 O 2.129 -0.588 2.970
7 N -1.681 2.982 3.269
8 C -0.921 2.243 2.833
9 H -2.326 3.640 3.671
10 C -1.358 -4.124 -5.532
11 C -0.968 -3.107 -4.501
12 C 0.328 -2.610 -4.435
13 C 0.715 -1.679 -3.481
14 C 2.147 -1.197 -3.500
15 C -0.264 -1.229 -2.575
16 Te 0.402 0.301 -1.313
17 N 1.460 2.082 1.394
18 C 2.093 3.077 0.570
19 O 1.844 3.023 -0.610
20 C 2.940 4.053 1.250
21 C 3.689 4.928 0.459
22 C 4.500 5.868 1.063
23 C 4.559 5.942 2.451
24 C 3.814 5.074 3.240
25 C 3.006 4.124 2.642
26 C -0.965 1.819 -1.822
27 C -0.453 2.431 -2.968
28 C -1.159 3.440 -3.593
29 C -2.372 3.845 -3.054
30 C -2.858 3.241 -1.909
31 C -2.177 2.208 -1.260
32 C -2.826 1.610 -0.043
33 C -1.581 -1.707 -2.610
34 C -2.672 -1.250 -1.686
35 C -1.901 -2.647 -3.577
36 H -0.565 -4.280 -6.260
37 H -2.258 -3.812 -6.062
38 H -1.576 -5.081 -5.056
39 H 1.066 -2.964 -5.144
40 H 2.759 -1.891 -4.070
41 H 2.594 -1.127 -2.507
42 H 2.238 -0.220 -3.981
43 H 3.625 4.856 -0.619
44 H 5.089 6.545 0.460
45 H 5.195 6.680 2.922
46 H 3.869 5.137 4.318
47 H 2.438 3.439 3.257
48 H 0.512 2.140 -3.376
49 H -0.760 3.911 -4.480
50 H -2.938 4.638 -3.524
51 H -3.805 3.569 -1.496
52 H -3.175 2.405 0.616
53 H -2.162 0.963 0.526
54 H -3.702 1.025 -0.326
55 H -2.316 -0.595 -0.895
56 H -3.154 -2.107 -1.215
57 H -3.439 -0.711 -2.245
58 H -2.916 -3.028 -3.616
59 F 0.253 -6.858 4.369
60 C -0.899 -6.228 4.144
61 F -1.719 -7.064 3.498
62 F -1.457 -5.931 5.324
63 C -0.704 -4.962 3.331
64 C -1.840 -4.223 3.003
65 C -1.705 -3.067 2.272
66 C -0.420 -2.647 1.877
67 C 0.718 -3.397 2.217
68 C 0.569 -4.563 2.942
69 C -0.271 -1.461 1.153
70 C -0.100 -0.363 0.603
71 H -2.815 -4.562 3.327
72 H -2.571 -2.476 2.004
73 H 1.699 -3.053 1.920
74 H 1.429 -5.157 3.212

Forces on atoms 1 to 6 (eV/Å):
0.3 0.6 0.0
0.0 0.0 0.0
-0.2 0.3 -0.3
-0.1 -0.2 0.0
0.0 -0.1 0.2
0.0 0.0 0.0

Atom charges from the natural (NBO) analysis, given in e for atoms 1 to 4: atom 1 (V): 0.981, atom 2 (O): -0.648, atom 3 (Cl): 2.497, atom 4 (O): -0.748